The following is a quantum chemistry calculation of a single C4H12N2S molecule in a non-equilibrium geometry, from the OMol25 dataset.

Each line ends with the natural charge from an NBO analysis.
Atoms and positions in Å:
N1 1.84263 0.13123 2.15128  -0.889
C1 1.57797 -0.80405 0.96689  -0.229
C2 1.33122 0.11899 -0.32688  -0.212
N2 -0.00883 0.60602 -0.43519  -0.653
C3 -0.93659 -0.25083 -1.18656  -0.230
C4 -2.36375 -0.19748 -0.74783  -0.502
S1 -3.31165 1.38044 -0.94720  -0.078
H1 1.96240 -0.32840 3.04796  0.360
H2 2.46393 0.86722 2.12606  0.359
H3 2.46056 -1.36696 0.78332  0.173
H4 0.68099 -1.39856 1.26181  0.194
H5 1.72697 -0.34438 -1.24108  0.199
H6 1.98825 1.01564 -0.10153  0.190
H7 -0.31417 1.00194 0.41460  0.379
H8 -0.55033 -1.25911 -1.28525  0.188
H9 -0.85523 -0.11029 -2.32237  0.178
H10 -2.98460 -0.81307 -1.35862  0.227
H11 -2.38321 -0.55463 0.26551  0.207
H12 -2.32658 2.30625 -1.06492  0.138

Properties
- E_tot (a.u.) = -667.2445
- SMILES string = NCCNCCS
- HOMO energy (eV) = -8.389
- orbital gap (eV) = 9.464
- energy relative to the best compared isomer or geometry (same formula, charge and spin) (kcal per mole) = 31.6
- maximum force (Eh/bohr) = 0.07188
- charge = 0

The following is a quantum chemistry calculation of a molecular structure, C21H33O16Pb in a non-equilibrium geometry, from the OMol25 dataset.

Each line ends with the Mulliken charge.
Atoms and positions in Å:
Pb1 -2.61545 -0.03649 6.28185  1.253
C1 -0.66189 -1.32375 1.11261  -0.434
O1 -0.80391 -0.53130 2.25742  -0.506
H1 -0.93253 -2.35652 1.33226  0.246
H2 -1.22353 -1.02359 0.22798  0.177
H3 0.36213 -1.39015 0.74509  0.259
C2 -5.46600 1.89277 0.02618  -1.421
C3 -5.05017 2.79473 -1.13679  0.429
C4 -3.57855 2.99541 -1.23980  -0.361
O2 -3.28241 2.55152 -2.54633  -0.283
C5 -4.32584 1.91649 -3.07519  0.644
O3 -4.25138 1.18737 -4.09447  -0.587
O4 -5.43226 2.09138 -2.30456  -0.350
H4 -5.19720 2.39921 0.95321  0.345
H5 -4.96641 0.92815 -0.06333  0.346
H6 -6.50362 1.57471 0.12754  0.358
H7 -5.57643 3.74849 -1.17534  0.312
H8 -3.10587 2.36259 -0.48865  0.246
H9 -3.38217 4.05365 -1.06758  0.321
C6 5.01283 -2.81080 6.47369  -1.570
C7 5.36519 -2.52973 5.06672  0.640
C8 4.20114 -1.94503 4.27787  -0.467
O5 4.72804 -0.77512 3.69645  -0.267
C9 5.94488 -0.55378 4.29133  0.609
O6 6.62975 0.45856 4.05792  -0.588
O7 6.29147 -1.46740 5.17265  -0.310
H10 5.89168 -3.04722 7.07354  0.354
H11 4.26395 -3.60281 6.47278  0.405
H12 4.53493 -2.00725 7.03407  0.371
H13 5.80531 -3.43233 4.64281  0.267
H14 3.33725 -1.75553 4.91495  0.244
H15 3.83224 -2.64002 3.52355  0.313
C10 5.08427 4.39943 -0.29337  -1.521
C11 3.62900 4.28489 -0.13262  0.606
C12 3.09944 4.27010 1.28189  -0.314
O8 2.11723 5.32649 1.38429  -0.362
C13 2.03026 5.95727 0.17488  0.669
O9 1.27156 6.81682 -0.14680  -0.523
O10 2.97435 5.44662 -0.66597  -0.380
H16 5.32750 4.60524 -1.33577  0.352
H17 5.56307 3.47808 0.03824  0.390
H18 5.55077 5.19543 0.28702  0.373
H19 3.29826 3.39875 -0.67434  0.151
H20 3.86756 4.62010 1.97151  0.270
H21 2.68861 3.28911 1.52062  0.290
C14 -5.30914 -4.12079 -1.73199  -1.397
C15 -5.89078 -4.68023 -0.41724  0.367
C16 -4.86384 -5.67919 0.22874  -0.426
O11 -4.71292 -5.15167 1.53204  -0.331
C17 -5.27026 -3.93495 1.62834  0.709
O12 -5.13386 -3.16457 2.59150  -0.633
O13 -5.90775 -3.64147 0.51754  -0.318
H22 -5.05554 -4.90918 -2.44068  0.390
H23 -4.43916 -3.48198 -1.57983  0.353
H24 -6.07827 -3.54045 -2.24165  0.355
H25 -6.87011 -5.15503 -0.47704  0.328
H26 -3.94350 -5.63722 -0.35375  0.285
H27 -5.30285 -6.67685 0.23612  0.320
C18 1.50225 1.55795 -5.47114  -1.390
C19 1.63954 0.44468 -4.43796  0.577
C20 0.95287 -0.83547 -4.93214  -0.428
O14 1.92647 -1.84391 -4.68871  -0.321
C21 3.10280 -1.21765 -4.34056  0.629
O15 4.19191 -1.80922 -4.11161  -0.597
O16 2.98426 0.08910 -4.32507  -0.330
H28 1.33053 1.18486 -6.48080  0.365
H29 2.38628 2.19195 -5.53929  0.340
H30 0.62997 2.19410 -5.32100  0.348
H31 1.19986 0.78851 -3.50171  0.248
H32 0.55468 -0.78416 -5.94551  0.274
H33 0.02979 -1.00152 -4.37676  0.285

Properties
- E_tot (a.u.) = -2216.1498
- HOMO energy (eV) = -11.315
- orbital gap (eV) = 3.047
- energy relative to the best compared isomer or geometry (same formula, charge and spin) (kcal per mole) = 177.3
- maximum force (Eh/bohr) = 0.11258
- charge = +1

The following is a quantum chemistry calculation of a molecular structure, C33H50AsN2OP2Pt, from the OMol25 dataset.

Each line ends with the Mulliken charge.
Atoms and positions in Å:
Pt1 -0.23950 0.01250 -0.18527  0.006
C1 2.71176 0.42701 -2.19611  -0.874
C2 1.79258 1.61904 -2.45367  0.346
C3 1.98150 2.11821 -3.88475  -1.684
P1 0.03902 1.25988 -1.95320  1.357
C4 -1.09213 2.24904 -3.04826  0.671
C5 -2.50326 1.67027 -3.17260  -1.717
C6 -1.13554 3.73504 -2.69877  -1.721
C7 -0.11164 -0.39694 -3.18554  -0.453
C8 -0.27750 -0.39158 -4.56620  -0.305
C9 -0.40142 -1.54842 -5.33454  -1.074
C10 -0.37249 -2.77600 -4.69803  -0.842
C11 -0.19799 -2.83828 -3.32453  -0.469
C12 -0.03812 -1.67470 -2.55933  0.827
N1 0.11338 -1.73887 -1.17294  0.457
C13 0.64644 -2.76862 -0.46017  -0.136
C14 1.55363 -3.71822 -0.98191  -0.691
C15 2.11101 -4.69427 -0.17887  -0.782
C16 1.80355 -4.77912 1.17332  -1.057
C17 0.92830 -3.84338 1.71293  -0.788
C18 0.35494 -2.84090 0.94437  -0.016
P2 -0.73358 -1.49650 1.55306  1.073
C19 -2.41152 -2.21349 1.17075  0.918
C20 -3.47308 -1.13464 0.97092  -1.211
C21 -2.90938 -3.31295 2.10303  -1.712
C22 -0.54975 -1.22749 3.37269  1.844
C23 -0.57623 -2.37339 4.38938  -1.641
C24 -1.55009 -0.12583 3.74352  -1.586
H1 3.75668 0.75483 -2.20008  0.522
H2 2.59161 -0.33028 -2.97330  0.332
H3 2.49909 -0.04807 -1.23902  -0.311
H4 2.07351 2.43101 -1.77958  0.511
H5 1.79396 1.32287 -4.60760  0.295
H6 3.01701 2.44628 -4.01770  0.495
H7 1.34038 2.96698 -4.12395  0.333
H8 -0.61950 2.17238 -4.02857  0.354
H9 -2.50650 0.58072 -3.15691  0.306
H10 -2.96057 1.99252 -4.11288  0.375
H11 -3.13874 2.03198 -2.36329  0.380
H12 -1.65680 3.91143 -1.75869  0.279
H13 -1.66502 4.27926 -3.48790  0.397
H14 -0.13445 4.16016 -2.60206  0.366
H15 -0.34666 0.55518 -5.09289  0.287
H16 -0.53991 -1.48303 -6.40759  0.404
H17 -0.49927 -3.69293 -5.26309  0.348
H18 -0.20898 -3.80126 -2.83045  0.597
H19 1.83416 -3.65784 -2.02436  0.586
H20 2.81089 -5.39737 -0.61788  0.354
H21 2.23743 -5.55128 1.79590  0.427
H22 0.68992 -3.89956 2.76555  0.234
H23 -2.20939 -2.66623 0.19317  0.282
H24 -3.73952 -0.65204 1.91331  0.220
H25 -4.38129 -1.57940 0.55253  0.526
H26 -3.11592 -0.36372 0.28833  -0.051
H27 -3.19945 -2.90441 3.07323  0.300
H28 -2.15536 -4.08641 2.26224  0.289
H29 -3.79357 -3.79374 1.67418  0.459
H30 0.43191 -0.74790 3.40759  -0.487
H31 -1.33748 -3.12367 4.18778  0.177
H32 -0.78171 -1.96116 5.38187  0.462
H33 0.38560 -2.88168 4.45177  0.437
H34 -2.55154 -0.53803 3.89929  0.306
H35 -1.59497 0.65095 2.97755  0.169
H36 -1.23318 0.35363 4.67187  0.516
C25 3.85996 1.44089 3.86303  -1.321
As1 2.68534 1.17202 2.33383  0.957
C26 3.15867 -0.54922 1.59655  -0.662
C27 3.24607 2.48861 1.04336  -0.561
O1 1.15217 1.31118 2.87145  -0.594
H37 4.91528 1.42072 3.58921  0.383
H38 3.65068 0.65733 4.58987  0.353
H39 3.60754 2.40544 4.30063  0.354
H40 4.11754 -0.48975 1.08209  0.475
H41 2.37673 -0.84050 0.89419  -0.324
H42 3.20731 -1.28711 2.39676  0.400
H43 4.27805 2.30801 0.74359  0.420
H44 3.14931 3.47594 1.49352  0.416
H45 2.55165 2.41619 0.20613  -0.398
N2 0.04386 2.19196 -0.45482  -0.449
C28 -0.95019 2.69566 0.36346  -0.210
C29 -2.33541 2.41916 0.29831  1.169
C30 -3.23750 2.96886 1.19276  -0.819
C31 -2.82683 3.85255 2.18402  -0.699
C32 -1.47648 4.18384 2.23673  -0.537
C33 -0.57256 3.63572 1.34910  -0.568
H46 -2.69407 1.73392 -0.45969  -0.302
H47 -4.28300 2.68704 1.11709  0.369
H48 -3.53451 4.27031 2.88879  0.339
H49 -1.12052 4.88004 2.98920  0.363
H50 0.47562 3.90364 1.40319  0.229

Properties
- E_tot (a.u.) = -4510.0326
- HOMO energy (eV) = -3.359
- orbital gap (eV) = 5.984
- energy relative to the best compared isomer or geometry (same formula, charge and spin) (kcal per mole) = 10.7
- maximum force (Eh/bohr) = 0.01806
- charge = -1

The following is a quantum chemistry calculation of a molecular structure, C3Li2O3Sm in a non-equilibrium geometry, from the OMol25 dataset.

Each line ends with the Mulliken spin population.
Atoms and positions in Å:
O1 -0.32343 -2.38941 -0.86809  -0.002
C1 -0.60497 -1.18658 -0.87908  -0.006
O2 -1.71593 -0.63814 -1.04243  -0.008
Sm1 -2.13242 1.62655 -0.79590  6.018
Li1 1.45917 -2.43908 -0.06271  0.000
C2 0.57900 -0.26647 -0.23188  0.002
C3 0.82147 0.61762 0.60793  -0.004
O3 0.64192 1.51771 1.43601  0.001
Li2 1.27519 3.15780 1.83614  0.000

Properties
- expectation value of S² = 12.01
- E_tot (a.u.) = -1012.5201
- HOMO energy (spin up / spin down) (eV) = -15.793 / -15.797
- spin multiplicity = 7
- orbital gap (spin up / spin down) (eV) = 7.177 / 7.322
- energy relative to the best compared isomer or geometry (same formula, charge and spin) (kcal per mole) = 0.0
- maximum force (Eh/bohr) = 0.08640
- charge = +2

The following is a quantum chemistry calculation of 9 unconnected molecules or ions with the total composition BrH16O8 in a non-equilibrium geometry, from the OMol25 dataset.

Each line ends with the natural charge from an NBO analysis.
Atoms and positions in Å:
Br1 0.13383 0.12991 -0.28554  -0.010
O1 -1.95362 -0.37184 -2.89591  -0.925
H1 -1.77210 -1.24444 -3.24497  0.473
H2 -1.50362 -0.35283 -2.05130  0.450
O2 2.11214 0.14881 -3.15891  -0.923
H3 2.00936 -0.70962 -3.56972  0.472
H4 1.51961 0.12774 -2.40745  0.450
O3 1.73130 -1.24206 2.20890  -0.903
H5 2.49895 -0.73223 2.46780  0.478
H6 1.42630 -0.82437 1.40346  0.432
O4 -1.70967 -1.01234 2.59566  -0.949
H7 -1.83717 -0.47646 1.81284  0.454
H8 -2.52483 -0.91572 3.08801  0.474
O5 -3.12828 0.37307 0.73684  -0.916
H9 -3.08158 1.17716 1.25403  0.477
H10 -2.27081 0.30799 0.31644  0.451
O6 2.18263 -2.91859 -1.01631  -0.925
H11 2.83130 -2.39102 -1.48229  0.469
H12 1.73176 -2.29592 -0.44602  0.457
O7 0.13757 1.78972 2.76499  -0.931
H13 -0.24715 1.27461 3.47413  0.482
H14 -0.21458 1.39824 1.96564  0.448
O8 0.86141 3.18583 -0.99195  -0.890
H15 0.68537 2.28373 -0.72464  0.433
H16 0.38189 3.29055 -1.81373  0.474

Properties
- expectation value of S² = 0.75
- E_tot (a.u.) = -3185.4229
- HOMO energy (spin up / spin down) (eV) = -11.739 / -11.718
- spin multiplicity = 2
- orbital gap (spin up / spin down) (eV) = 11.671 / 5.481
- energy relative to the best compared isomer or geometry (same formula, charge and spin) (kcal per mole) = 3.2
- maximum force (Eh/bohr) = 0.02033
- charge = 0

The following is a quantum chemistry calculation of a molecular structure, C43H36ClO2P2V in a non-equilibrium geometry, from the OMol25 dataset.

Each line ends with the Mulliken spin population.
Atoms and positions in Å:
C1 0.72515 -1.12179 -4.15092  -0.001
C2 -0.28531 -1.62784 -3.31815  0.008
C3 -1.59915 -1.71617 -3.79958  -0.001
C4 -1.87608 -1.45380 -5.13763  0.003
C5 -0.83473 -1.05893 -5.98818  -0.009
C6 0.45948 -0.86129 -5.48731  0.003
P1 0.02912 -1.79826 -1.55104  0.015
C7 -1.26131 -2.97767 -1.00269  -0.085
C8 -2.29856 -2.51654 -0.18339  0.041
C9 -3.33636 -3.39095 0.15525  0.010
C10 -3.32745 -4.70829 -0.30759  0.000
C11 -2.26788 -5.16834 -1.10055  0.000
C12 -1.22432 -4.29964 -1.44491  -0.005
V1 -0.16821 -0.09098 -0.06058  2.073
P2 0.01698 1.70171 -1.48376  -0.021
C13 -1.33111 1.78265 -2.70141  -0.008
C14 -1.12363 2.13068 -4.03553  -0.004
C15 -2.21231 2.24139 -4.89601  0.002
C16 -3.49213 1.91104 -4.44988  -0.002
C17 -3.69207 1.46310 -3.14060  0.004
C18 -2.61057 1.38679 -2.26004  0.028
C19 -0.17750 3.19914 -0.42491  -0.021
C20 0.67989 3.33550 0.67702  -0.001
C21 0.47560 4.35314 1.60564  0.005
C22 -0.58131 5.25538 1.42315  -0.009
C23 -1.41014 5.14792 0.30104  0.001
C24 -1.20943 4.12060 -0.62457  -0.006
C25 1.57675 2.01495 -2.34702  -0.014
C26 2.65219 1.12718 -2.17351  -0.007
C27 3.87220 1.41082 -2.79099  0.002
C28 4.01969 2.58349 -3.54080  0.000
C29 2.96235 3.49056 -3.66414  0.000
C30 1.74299 3.21785 -3.03866  0.000
C31 1.58723 -2.72056 -1.45931  -0.013
C32 2.06736 -3.47909 -2.52988  0.002
C33 3.29644 -4.13438 -2.42233  0.002
C34 4.04591 -4.02542 -1.24471  -0.003
C35 3.55166 -3.28434 -0.16085  -0.002
C36 2.31611 -2.64469 -0.26346  0.010
H1 1.49914 2.61848 0.82439  0.002
H2 1.14059 4.44358 2.46664  0.000
H3 -0.74857 6.04876 2.15202  0.000
H4 -2.21746 5.85830 0.14064  0.000
H5 -1.85970 4.02508 -1.49837  0.001
H6 -0.12088 2.34564 -4.38817  0.000
H7 -2.05081 2.58154 -5.91534  0.000
H8 -4.34109 1.97136 -5.13409  0.000
H9 -4.69105 1.17297 -2.79860  0.000
H10 -2.75086 1.02713 -1.23113  0.014
H11 2.52516 0.22495 -1.56479  0.015
H12 4.70861 0.71787 -2.68363  0.000
H13 4.98220 2.80982 -4.01045  0.000
H14 3.06997 4.40805 -4.24218  0.000
H15 0.91442 3.92581 -3.10101  -0.001
H16 1.49214 -3.55986 -3.45294  0.000
H17 3.66009 -4.73033 -3.26080  0.000
H18 5.01439 -4.52624 -1.16428  0.000
H19 4.12876 -3.21350 0.76594  0.000
H20 1.91204 -2.09083 0.59392  0.005
H21 -2.30761 -1.47327 0.17568  -0.009
H22 -4.15932 -3.03898 0.77854  0.001
H23 -4.14365 -5.38493 -0.04592  0.000
H24 -2.24605 -6.19436 -1.46188  0.000
H25 -0.39823 -4.64755 -2.07416  0.000
H26 -2.40603 -2.02813 -3.13420  -0.002
H27 -2.89292 -1.54860 -5.52182  0.000
H28 -1.06487 -0.84104 -7.02796  0.000
H29 1.26503 -0.49906 -6.12989  0.000
H30 1.73120 -0.96278 -3.76330  -0.001
H31 0.06763 0.46834 -7.97420  0.000
H32 0.72771 0.30077 -7.65154  0.000
Cl1 -0.02414 0.48763 8.63451  0.000
C37 -0.02428 0.24026 6.93177  0.002
C38 -0.00257 -1.05489 6.40973  0.000
C39 -0.00596 -1.25078 5.02270  0.001
C40 -0.05307 -0.15051 4.14902  -0.009
C41 -0.05322 1.14046 4.68966  0.000
C42 -0.04057 1.34177 6.07334  -0.001
C43 -0.09805 -0.31493 2.63251  0.015
O1 0.10771 -1.44535 2.08740  0.003
O2 -0.34986 0.73966 1.92771  -0.035
H33 0.01758 -1.90684 7.09243  0.000
H34 0.02798 -2.25571 4.62166  0.001
H35 -0.06383 2.00485 4.02602  0.001
H36 -0.04917 2.35340 6.48799  0.000

Properties
- expectation value of S² = 2.05
- E_tot (a.u.) = -3896.9836
- HOMO energy (spin up / spin down) (eV) = -13.168 / -13.173
- spin multiplicity = 3
- orbital gap (spin up / spin down) (eV) = 4.435 / 5.445
- maximum force (Eh/bohr) = 0.11260
- charge = +2